# 1
{"formula": "C13H24N4O10P", "method": "the ωB97M-V functional and the def2-TZVPD basis", "elements": ["O", "O", "O", "O", "O", "O", "O", "O", "O", "O", "C", "C", "C", "C", "C", "C", "N", "N", "N", "N", "C", "C", "C", "C", "C", "C", "C", "P", "H", "H", "H", "H", "H", "H", "H", "H", "H", "H", "H", "H", "H", "H", "H", "H", "H", "H", "H", "H", "H", "H", "H", "H"], "coordinates": [[3.16, -0.52, 2.53], [-5.21, -4.40, 0.59], [-0.39, 2.69, 2.01], [-0.39, -1.14, -3.91], [-3.77, -5.99, 1.31], [-2.51, -2.93, 0.83], [-3.29, -4.76, -2.26], [-2.24, 0.21, -3.25], [-2.40, -0.97, -5.49], [-2.54, -2.44, -3.38], [3.15, 0.68, 2.76], [-4.07, -4.85, 0.65], [0.62, 3.38, 2.08], [1.06, 1.44, -1.42], [1.93, 1.44, -0.36], [1.80, -0.63, -1.16], [1.01, 0.15, -1.91], [0.50, 4.70, 2.24], [2.04, 1.37, 2.49], [2.38, 0.13, -0.21], [4.42, 1.39, 3.16], [1.57, 5.69, 2.34], [-2.27, -2.61, -1.98], [-2.90, -4.06, 0.02], [-3.27, -3.61, -1.40], [2.40, 2.65, 0.43], [2.00, 2.72, 1.92], [-1.87, -1.11, -4.01], [-4.63, -6.34, 1.61], [-2.44, -3.19, 1.77], [-3.37, -4.47, -3.19], [-1.85, 0.87, -3.84], [-3.35, -1.14, -5.40], [0.55, 2.31, -1.83], [1.95, -1.70, -1.30], [0.49, -0.18, -2.74], [-0.45, 5.02, 2.33], [1.19, 0.83, 2.42], [2.95, -0.22, 0.56], [4.79, 2.02, 2.35], [5.18, 0.65, 3.41], [4.23, 2.00, 4.05], [2.07, 5.62, 3.31], [1.14, 6.70, 2.25], [2.30, 5.56, 1.54], [-2.37, -1.66, -1.43], [-1.25, -2.98, -1.83], [-2.05, -4.74, -0.05], [-4.26, -3.14, -1.39], [2.05, 3.56, -0.08], [3.49, 2.67, 0.37], [2.72, 3.36, 2.45]], "gap_ha": 0.376, "lumo_energy_ha": -0.08332, "e_tot_ev": -49592.932, "spin_multiplicity": 1, "de_lowest_kcal_mol": 0.18, "total_charge": 1}

# 2
{"formula": "C13H24N4O5S2Y", "method": "the ωB97M-V functional and the def2-TZVPD basis", "elements": ["O", "H", "Y", "N", "N", "O", "O", "C", "C", "C", "C", "H", "H", "H", "H", "H", "H", "H", "H", "O", "H", "H", "C", "H", "H", "H", "O", "H", "H", "C", "C", "N", "C", "C", "S", "C", "C", "S", "C", "N", "C", "H", "H", "H", "H", "H", "H", "H", "H"], "coordinates": [[-0.46, -0.62, -2.71], [-1.42, -0.79, -2.77], [-0.36, -0.49, -0.01], [1.80, -0.12, 0.99], [0.30, 1.64, 0.36], [2.50, -1.24, 1.07], [-0.75, 2.64, 0.17], [2.42, 1.09, 1.06], [1.52, 2.12, 0.78], [3.85, 1.29, 1.42], [1.85, 3.55, 0.97], [4.41, 0.35, 1.32], [3.97, 1.66, 2.45], [4.33, 2.05, 0.78], [0.94, 4.15, 0.87], [2.61, 3.92, 0.27], [2.26, 3.72, 1.98], [1.95, -1.68, -0.60], [-1.50, 2.34, 0.73], [0.02, -2.37, 1.33], [0.99, -2.39, 1.49], [-0.42, -2.60, 2.16], [1.00, 0.54, -3.77], [1.20, 0.14, -4.77], [1.89, 0.81, -3.18], [0.12, 1.18, -3.65], [1.22, -1.50, -1.27], [-0.04, -1.52, -2.74], [1.45, -0.87, -2.01], [-2.65, 1.24, -3.63], [-3.27, 0.50, -2.49], [-2.73, 0.26, -1.30], [-3.69, -0.27, -0.41], [-4.88, -0.57, -1.03], [-4.90, -0.14, -2.68], [-3.39, -0.33, 0.99], [-4.26, -0.54, 2.05], [-3.50, -0.23, 3.62], [-2.01, 0.12, 2.76], [-2.10, 0.00, 1.44], [-0.75, 0.53, 3.45], [-3.45, 1.63, -4.26], [-2.05, 2.08, -3.28], [-2.06, 0.61, -4.30], [-5.73, -1.00, -0.54], [-5.31, -0.76, 1.94], [-0.94, 1.39, 4.11], [-0.34, -0.28, 4.06], [0.02, 0.84, 2.72]], "gap_ha": [0.227, 0.170], "lumo_energy_ha": [-0.12909, -0.12901], "e_tot_ev": -52773.240, "spin_multiplicity": 1, "de_lowest_kcal_mol": 80.62, "total_charge": 1}

# 3
{"formula": "C13H24O", "method": "the ωB97M-V functional and the def2-TZVPD basis", "elements": ["C", "H", "H", "H", "C", "C", "O", "C", "H", "H", "C", "C", "H", "C", "C", "H", "H", "C", "H", "H", "C", "C", "C", "H", "C", "H", "H", "H", "H", "H", "H", "H", "H", "H", "H", "H", "H", "H"], "coordinates": [[-2.55, 2.60, 0.27], [-3.61, 2.49, 0.05], [-2.23, 3.58, -0.08], [-2.42, 2.54, 1.35], [-1.77, 1.49, -0.44], [-0.27, 1.78, -0.33], [0.38, 2.01, -1.31], [0.31, 1.89, 1.07], [-0.20, 1.21, 1.75], [0.07, 2.91, 1.39], [1.83, 1.69, 1.13], [2.23, 0.22, 1.25], [1.74, -0.22, 2.12], [1.84, -0.55, 0.00], [1.99, -2.07, 0.11], [3.04, -2.34, -0.02], [1.70, -2.41, 1.10], [1.14, -2.79, -0.95], [1.66, -3.68, -1.30], [1.02, -2.13, -1.81], [-0.24, -3.24, -0.44], [-1.09, -2.17, 0.24], [-1.60, -1.07, -0.69], [-2.36, -1.48, -1.35], [-2.18, 0.11, 0.11], [-1.87, 0.04, 1.15], [-3.27, 0.06, 0.10], [-0.79, -0.72, -1.33], [-1.95, -2.66, 0.71], [-0.50, -1.72, 1.04], [-0.08, -4.05, 0.28], [-0.80, -3.66, -1.28], [2.43, -0.19, -0.85], [0.80, -0.33, -0.21], [3.31, 0.16, 1.41], [2.27, 2.12, 0.23], [2.22, 2.24, 2.00], [-2.00, 1.52, -1.51]], "gap_ha": 0.380, "lumo_energy_ha": 0.03619, "e_tot_ev": -15918.366, "smiles": "C[C@@H]1CCCCCCCCCCC1=O", "spin_multiplicity": 1, "de_lowest_kcal_mol": 1.98}

# 4
{"formula": "C13H24O6", "method": "the ωB97M-V functional and the def2-TZVPD basis", "elements": ["O", "C", "C", "C", "C", "C", "O", "O", "O", "H", "H", "H", "H", "H", "H", "H", "H", "C", "C", "C", "O", "C", "H", "H", "H", "H", "H", "H", "H", "H", "C", "C", "C", "O", "C", "H", "H", "H", "H", "H", "H", "H", "H"], "coordinates": [[0.41, 0.20, 0.62], [0.07, 0.11, -0.53], [0.62, -0.71, -1.67], [-0.72, -1.22, -2.23], [-1.54, 0.07, -2.17], [-3.07, -0.08, -2.06], [-3.54, -1.40, -2.15], [-3.39, -2.08, -0.88], [-1.04, 0.76, -1.00], [1.01, 0.03, -2.38], [1.35, -1.46, -1.40], [-0.64, -1.68, -3.22], [-1.13, -1.94, -1.53], [-1.30, 0.68, -3.05], [-3.55, 0.45, -2.89], [-3.41, 0.40, -1.13], [-3.44, -1.37, -0.22], [3.00, -3.54, 1.99], [3.67, -4.60, 1.12], [2.95, -4.40, -0.21], [2.61, -3.02, -0.28], [2.81, -2.40, 1.00], [3.59, -3.25, 2.86], [2.03, -3.90, 2.35], [4.73, -4.37, 1.01], [3.57, -5.61, 1.51], [2.03, -5.00, -0.25], [3.57, -4.66, -1.07], [3.70, -1.76, 0.95], [1.95, -1.77, 1.23], [-1.43, 4.52, 2.27], [-0.64, 3.59, 1.34], [-1.35, 3.81, 0.02], [-1.83, 5.16, 0.03], [-1.72, 5.70, 1.35], [-0.89, 4.81, 3.16], [-2.36, 4.04, 2.57], [0.40, 3.93, 1.27], [-0.64, 2.55, 1.65], [-2.21, 3.13, -0.09], [-0.70, 3.67, -0.85], [-0.90, 6.42, 1.36], [-2.65, 6.21, 1.59]], "gap_ha": 0.366, "lumo_energy_ha": 0.02560, "e_tot_ev": -26151.457, "smiles": "O=C1CC[C@@H](COO)O1.C1CCOC1.C1CCOC1", "spin_multiplicity": 1, "de_lowest_kcal_mol": 29.30}